C20H32ClN2O5S as an isolated structure. Source: the OMol25 dataset; level of theory: ωB97M-V/def2-TZVPD.

**ΔE to the lowest compared entry with this formula, charge and spin**: 2094.2 kJ/mol

Structure (ORCA input):
```
! wB97M-V def2-TZVPD RIJCOSX def2/J DEFGRID3
* xyz 1 1
C -4.6301 -2.6537 0.6709
N -3.8209 -3.0957 -0.5339
C -3.3645 -2.0396 -1.3911
H -3.0062 -2.2642 -2.3057
H -4.3149 -1.0722 -1.6970
C -2.2579 -0.9356 -0.6167
O -2.7627 0.0035 0.4754
H -3.4919 0.2802 -0.1218
C -1.1050 -1.8892 -0.0974
H -1.4306 -1.9847 1.0353
H -1.0693 -3.0237 -0.4165
O 0.3248 -1.5074 -0.3433
C 0.6031 -0.4093 0.2650
C 0.1496 0.2240 1.3277
C 0.8145 1.3606 1.8097
C 2.1429 1.5362 1.7782
C 2.6603 0.7491 0.7754
C 2.0848 -0.2808 0.1879
Cl 2.9203 -1.4825 -1.1238
H 3.9030 0.7862 0.6715
S 3.0772 2.8247 2.3626
O 4.5681 2.6148 2.5582
O 2.4632 3.2364 3.6209
N 2.8653 4.2167 1.3747
H 3.5122 4.9259 1.4252
C 1.3781 4.5815 1.0262
H 0.7079 3.9308 0.6314
H 1.1198 4.7690 2.0015
C 1.3344 5.9193 0.2412
O 1.8350 5.5324 -1.0723
C 3.3394 5.1358 -1.0713
H 3.8536 6.1139 -0.7216
C 3.4280 3.9172 -0.1079
H 2.8147 3.2268 -0.5767
H 4.4423 3.7838 0.0337
H 3.7264 4.8189 -2.0068
H 1.8524 6.7405 0.3895
H 0.2620 6.0527 0.1752
H 0.3649 1.9325 2.6760
H -0.7942 0.1574 1.6198
H -1.8581 -0.4941 -1.3527
C -4.0809 -4.1721 -0.9471
C -2.9987 -4.8014 -1.8464
C -3.5853 -6.0930 -2.4555
C -4.5125 -5.9220 -3.5349
C -5.9377 -5.3090 -2.8700
C -5.4547 -3.9169 -2.2016
H -5.1538 -3.2823 -3.0227
H -6.0773 -3.4704 -1.8397
H -6.4610 -5.0097 -3.4612
H -6.1780 -5.9066 -2.0790
H -4.9613 -6.9611 -3.9500
H -4.3221 -5.5312 -4.4748
H -2.7950 -6.7340 -2.9147
H -4.0039 -6.9318 -1.6135
H -2.5983 -4.4159 -2.5149
H -2.2532 -5.0059 -1.2319
H -4.5245 -4.8080 -0.3690
H -5.4922 -2.2680 0.2748
H -4.2249 -2.0142 1.4543
H -4.8687 -3.4459 1.1281
*
```